(1)
C5H4Cl2 | ωB97M-V/def2-TZVPD

Each line ends with the Löwdin charge.
Atoms and positions in Å:
Cl -0.390 0.024 3.695  0.60
Cl -1.865 -2.283 2.527  0.65
C 0.452 0.473 -1.119  0.22
C -0.458 -0.335 1.098  -0.23
C -0.978 -0.851 2.316  -1.15
C 0.436 0.829 0.430  -0.21
C -0.521 -0.658 -0.461  -0.20
H 1.332 0.817 0.952  0.08
H -0.028 1.704 0.685  0.08
H -0.260 -1.628 -0.803  0.09
H -1.463 -0.517 -0.787  0.06

Values from the calculation:
* HOMO: -0.335 Ha
* LUMO level: -0.76 eV
* energy above the lowest of the compared OMol25 structures with the same formula, charge and spin: 590.6 kJ/mol
* molar mass: 134.99 Da

---

(2)
C4H8O3 | ωB97M-V/def2-TZVPD

Each line ends with the Löwdin charge.
Atoms and positions in Å:
O 2.591 1.037 1.260  0.11
O 0.719 -0.954 1.637  0.10
O 0.244 -2.243 -0.758  -0.05
C 1.473 1.149 0.833  -0.17
C -0.859 0.631 -1.174  -0.09
C 0.440 0.015 0.966  -0.37
C -0.890 0.271 0.318  -0.19
H 0.440 -2.216 0.191  0.02
H -1.672 1.315 -1.416  0.07
H -1.541 -0.586 0.498  0.12
H -0.262 -3.053 -0.880  0.05
H 0.072 1.108 -1.487  0.07
H -0.964 -0.270 -1.773  0.06
H -1.278 1.117 0.903  0.13
H 1.121 2.075 0.336  0.13

Values from the calculation:
* SMILES string: CCC(=O)C=O.O
* HOMO: -0.362 Ha
* LUMO level: -0.58 eV
* energy above the lowest of the compared OMol25 structures with the same formula, charge and spin: 171.4 kJ/mol
* molar mass: 104.10 Da

---

(3)
C46H58Cl4N3OPS2Zn | ωB97M-V/def2-TZVPD

Each line ends with the Löwdin charge.
Atoms and positions in Å:
Zn 0.413 -0.719 -0.596  0.32
Cl -0.980 6.942 -4.729  0.76
Cl -0.583 -2.414 -1.674  0.05
Cl 0.344 8.416 0.231  0.69
Cl -2.660 4.672 -0.797  0.70
S 1.765 3.015 2.019  0.63
S -4.848 5.340 -2.707  0.99
P 2.340 -1.990 0.516  1.14
O -0.660 3.806 -4.573  -0.11
N 1.142 0.834 0.415  0.02
N 0.462 0.450 -2.398  -0.02
N 1.185 2.022 -3.756  -0.05
C -1.407 -0.387 1.694  -0.17
C 1.870 -1.785 2.308  -0.26
C 1.560 -1.341 5.074  -0.05
C 2.630 -3.847 0.315  -0.67
C 1.254 5.189 -1.919  -0.02
C 1.031 1.639 -2.473  -0.16
C 0.455 7.265 -1.053  -0.67
C -0.146 6.570 -3.255  -0.57
C -1.472 3.287 -3.515  -0.15
C -1.509 -2.764 2.118  -0.14
C 0.688 1.006 -4.541  -0.05
C -3.277 -1.705 0.840  -0.20
C -1.425 -5.317 2.326  -0.07
C 5.256 -2.022 0.361  -0.10
C -3.650 4.117 -4.601  -0.14
C 0.576 5.377 -3.118  -0.18
C -1.342 2.137 1.228  -0.14
C -0.752 -1.572 2.119  -0.10
C -1.065 1.000 2.222  -0.38
C 0.474 -1.324 4.218  -0.04
C 2.818 -1.596 4.560  -0.06
C 1.278 -4.465 0.667  -0.13
C -2.739 -2.810 1.477  0.01
C -2.612 -0.500 0.998  0.00
C -4.602 -1.767 0.116  -0.38
C -4.780 4.816 -4.340  -0.41
C -2.791 3.994 -3.467  -0.32
C -3.323 4.610 -2.379  -0.96
C 0.592 4.405 -4.282  -0.28
C 1.393 1.757 1.097  -0.97
C -4.571 -2.801 -1.012  -0.06
C 2.890 -4.109 -1.174  -0.10
C 4.030 -1.106 0.254  -0.63
C -1.152 -3.958 2.994  -0.37
C 0.577 -1.544 2.840  -0.16
C 2.950 -1.816 3.201  -0.12
C 1.194 6.110 -0.885  -0.09
C -1.935 1.249 3.470  -0.04
C -5.747 -2.063 1.092  -0.06
C 1.673 3.294 -4.272  -0.04
C 3.688 -4.533 1.187  -0.08
C 3.947 -0.637 -1.211  -0.12
C 0.240 0.045 -3.691  -0.14
C -0.206 7.511 -2.244  -0.13
C 4.281 0.119 1.162  -0.08
C -1.970 -3.858 4.292  -0.05
H -1.275 -5.273 1.248  0.07
H 6.135 -1.419 0.119  0.09
H 5.298 0.089 1.558  0.09
H -0.508 -1.149 4.634  0.10
H -3.085 0.404 0.629  0.12
H 1.419 -1.164 6.133  0.11
H -4.780 -0.781 -0.321  0.13
H -0.022 1.033 2.534  0.07
H 3.738 -1.470 -1.888  0.07
H 1.866 4.310 -1.762  0.10
H 3.156 0.102 -1.334  0.04
H -0.764 -6.083 2.735  0.08
H -2.452 -5.640 2.508  0.08
H 1.707 5.913 0.044  0.10
H 0.798 5.018 -5.162  0.13
H -5.589 5.061 -5.012  0.07
H -5.742 -1.362 1.929  0.08
H -1.767 -4.719 4.934  0.08
H -1.638 2.232 -3.747  0.13
H 1.323 2.223 -1.616  0.11
H -2.406 2.383 1.200  0.06
H 3.449 -5.599 1.227  0.09
H 3.610 0.186 2.011  0.05
H -3.293 -3.742 1.491  0.12
H -5.659 -3.076 1.492  0.08
H 4.897 -0.181 -1.507  0.09
H 4.693 -4.443 0.785  0.06
H 1.945 3.108 -5.307  0.13
H 1.257 -5.510 0.343  0.10
H 1.131 -4.445 1.744  0.07
H -6.708 -1.983 0.580  0.08
H -1.718 -2.952 4.846  0.07
H 3.804 -3.638 -1.536  0.06
H -3.754 -2.594 -1.704  0.06
H -0.765 8.425 -2.384  0.11
H 3.941 -1.988 2.805  0.08
H -1.024 1.882 0.216  0.06
H 2.568 3.604 -3.737  0.13
H -0.808 3.036 1.536  0.03
H 0.461 -3.936 0.175  0.01
H -5.516 -2.799 -1.560  0.08
H 0.702 1.059 -5.617  0.13
H 2.051 -3.753 -1.776  0.05
H 5.227 -2.845 -0.350  0.06
H -1.810 0.475 4.227  0.06
H -1.669 2.212 3.913  0.09
H -2.990 1.274 3.191  0.08
H -0.105 -3.892 3.279  0.11
H 3.677 -4.164 2.213  0.07
H -3.038 -3.836 4.071  0.08
H 5.399 -2.420 1.364  0.07
H -4.414 -3.805 -0.609  0.08
H 2.993 -5.187 -1.333  0.09
H -0.984 3.352 -2.542  0.10
H -3.399 3.702 -5.568  0.12
H -0.217 -0.907 -3.902  0.06
H 3.688 -1.617 5.205  0.11
H 4.173 1.045 0.602  0.07

Values from the calculation:
* HOMO: -0.303 Ha
* LUMO level: 0.31 eV
* molar mass: 971.30 Da

---

(4)
C23H59NO7 | ωB97M-V/def2-TZVPD

Each line ends with the Löwdin charge.
Atoms and positions in Å:
O 0.695 1.901 -3.479  -0.09
O -0.609 -2.877 -6.373  -0.05
O 0.240 -4.759 1.766  -0.13
O 4.156 -1.209 1.263  -0.09
O -2.997 5.226 2.292  -0.01
O 1.399 -1.202 1.917  -0.06
O 1.487 -3.177 0.073  -0.13
N -2.603 4.098 1.491  -0.09
C -1.592 -2.942 -4.168  -0.06
C -0.981 2.408 -0.121  -0.18
C 0.458 -1.363 -1.210  -0.11
C 1.796 1.910 -2.607  -0.32
C -0.690 -6.810 0.835  -0.11
C -2.415 4.522 0.081  -0.52
C -0.927 -1.577 2.350  -0.05
C 5.092 -2.249 0.915  -0.29
C -1.438 2.038 1.268  -0.13
C -1.304 -0.769 -5.430  -0.06
C -3.709 5.119 -0.434  -0.04
C 0.335 -6.187 1.774  -0.33
C 0.685 -1.601 4.259  -0.03
C 1.926 3.342 -2.142  -0.09
C -2.360 2.790 3.512  -0.03
C -0.702 -2.150 -5.162  -0.50
C -1.665 3.265 2.212  -0.51
C 1.529 -2.373 -1.143  -0.27
C -0.331 3.915 2.621  -0.02
C 0.365 -1.028 2.876  -0.48
C -2.018 3.306 -0.783  -0.12
C 4.749 -3.572 1.616  -0.07
C -1.360 5.590 -0.084  -0.04
H 4.415 -0.961 2.136  0.06
H -0.918 1.441 -0.697  0.12
H 0.595 -0.492 -0.592  0.05
H 5.217 -4.423 1.168  0.06
H 1.365 -6.535 1.444  0.12
H 0.359 4.104 1.826  0.06
H 1.616 1.170 -1.823  0.09
H -0.030 2.947 -0.146  0.09
H -0.329 5.225 0.172  0.09
H 0.614 -4.427 0.922  0.04
H -4.566 4.539 -0.151  0.09
H -0.032 -1.293 5.043  0.09
H -1.342 6.007 -1.075  0.08
H -1.208 -3.951 -3.977  0.07
H 6.130 -1.938 1.141  0.11
H -0.559 4.802 3.158  0.07
H 2.206 -0.817 2.290  0.09
H -2.928 2.723 -0.953  0.13
H 1.500 -3.131 -1.940  0.12
H -1.677 -6.400 1.144  0.08
H -0.866 -2.671 2.314  0.07
H 2.466 3.577 -1.205  0.09
H 0.331 -2.007 -4.773  0.13
H -0.553 -3.800 -6.127  0.08
H 2.677 1.581 -3.156  0.11
H -2.613 -3.034 -4.599  0.09
H -2.400 1.512 1.240  0.13
H 0.135 3.270 3.338  0.08
H -3.842 6.117 -0.020  0.08
H 0.936 2.446 -4.241  0.09
H -3.439 2.602 3.362  0.10
H -1.797 2.020 4.031  0.07
H 0.243 0.062 2.969  0.11
H -1.461 6.476 0.560  0.08
H 2.305 3.952 -2.966  0.08
H 1.316 -2.532 0.809  0.05
H -0.772 1.353 1.793  0.09
H 3.657 -3.653 1.590  0.07
H 0.304 -0.952 -2.199  0.06
H -1.151 -0.180 -4.524  0.07
H -2.295 3.616 4.245  0.08
H -0.822 -0.319 -6.325  0.09
H -1.764 -1.392 3.017  0.09
H -3.715 5.236 -1.504  0.08
H 5.020 -2.365 -0.181  0.11
H -0.524 -7.899 0.855  0.07
H 5.106 -3.494 2.634  0.07
H -0.490 -1.788 -0.880  0.08
H -1.649 3.694 -1.739  0.12
H -0.590 -6.439 -0.221  0.08
H 1.651 -1.158 4.476  0.07
H 0.169 -6.494 2.803  0.10
H -1.236 -1.255 1.375  0.06
H 0.932 3.723 -1.986  0.04
H -2.358 -0.840 -5.716  0.08
H 2.505 -1.823 -1.265  0.12
H -2.299 5.855 2.092  0.06
H -1.562 -2.491 -3.179  0.06
H 0.810 -2.682 4.229  0.08

Values from the calculation:
* SMILES string: CC1(C)CCCC(C)(C)N1O.CC(C)O.CC(C)O.CCO.CCO.CCO.CCO
* HOMO: -0.313 Ha
* LUMO level: 0.37 eV
* molar mass: 461.72 Da

---

The lowest LUMO level belongs to which entry?
C5H4Cl2

---

Please write out number 2 again, unchanged.
C4H8O3 | ωB97M-V/def2-TZVPD

Each line ends with the Löwdin charge.
Atoms and positions in Å:
O 2.591 1.037 1.260  0.11
O 0.719 -0.954 1.637  0.10
O 0.244 -2.243 -0.758  -0.05
C 1.473 1.149 0.833  -0.17
C -0.859 0.631 -1.174  -0.09
C 0.440 0.015 0.966  -0.37
C -0.890 0.271 0.318  -0.19
H 0.440 -2.216 0.191  0.02
H -1.672 1.315 -1.416  0.07
H -1.541 -0.586 0.498  0.12
H -0.262 -3.053 -0.880  0.05
H 0.072 1.108 -1.487  0.07
H -0.964 -0.270 -1.773  0.06
H -1.278 1.117 0.903  0.13
H 1.121 2.075 0.336  0.13

Values from the calculation:
* SMILES string: CCC(=O)C=O.O
* HOMO: -0.362 Ha
* LUMO level: -0.58 eV
* energy above the lowest of the compared OMol25 structures with the same formula, charge and spin: 171.4 kJ/mol
* molar mass: 104.10 Da